Molecular formula: C19H13F10IMoN4S
Method: DFT, ωB97M-V with the def2-TZVPD basis set

Structure (ORCA input):
```
! wB97M-V def2-TZVPD RIJCOSX def2/J DEFGRID3
* xyz 2 1
Mo 0.1366 1.0164 -0.6508
C -2.3449 0.8974 -3.0910
N -1.8542 0.2392 -1.8506
C -1.5043 -1.1668 -2.1800
C -0.7347 -1.7817 -1.0336
N 0.3809 -0.8625 -0.7048
C 1.6268 -1.4956 -0.4147
C 1.7400 -2.3000 0.7142
F 0.6863 -2.4256 1.5235
C 2.9225 -2.9514 1.0146
F 3.0144 -3.7036 2.0931
C 4.0192 -2.7944 0.1735
F 5.1488 -3.4057 0.4495
C 3.9268 -1.9874 -0.9533
F 4.9689 -1.8319 -1.7484
C 2.7329 -1.3471 -1.2380
F 2.6438 -0.5721 -2.3250
C -2.9821 0.2722 -0.8653
C -2.7508 1.4398 0.0647
N -1.3491 1.3172 0.4726
C -0.9750 1.1535 1.8286
C -0.2455 2.1401 2.4954
F 0.1073 3.2451 1.8435
C 0.1297 1.9840 3.8157
F 0.8303 2.9223 4.4242
C -0.2327 0.8282 4.4988
F 0.1250 0.6731 5.7487
C -0.9701 -0.1687 3.8613
F -1.3066 -1.2626 4.5119
C -1.3336 0.0044 2.5427
F -2.0388 -0.9420 1.9256
H -3.2166 0.3565 -3.4630
H -2.6334 1.9246 -2.8828
H -1.5906 0.8775 -3.8711
H -2.4064 -1.7418 -2.4058
H -0.8767 -1.1522 -3.0721
H -1.3439 -1.9385 -0.1430
H -0.3189 -2.7448 -1.3283
H -3.9367 0.3464 -1.3866
H -2.9826 -0.6494 -0.2892
H -2.8960 2.4013 -0.4340
H -3.3974 1.4044 0.9405
S 4.1337 2.2005 1.3092
C 2.8157 1.8057 0.6596
N 1.7458 1.4915 0.1346
I -0.1770 3.5544 -2.0186
C 0.6478 1.6746 -2.5672
H 1.7267 1.7629 -2.6623
H 0.1885 1.2923 -3.4662
*
```

The lowest unoccupied orbital energy is -0.3489 hartree. For the highest occupied orbital energy, the calculation gives -15.3 eV. As for the gap between HOMO and LUMO: 5.8 eV.


Molecular formula: C5H13N3
Method: DFT, ωB97M-V with the def2-TZVPD basis set

Structure (ORCA input):
```
! wB97M-V def2-TZVPD RIJCOSX def2/J DEFGRID3
* xyz 0 1
C 1.3600 -1.8032 0.7644
N 1.7378 -0.5862 0.1178
N 1.7163 0.4278 0.8450
C 2.1525 1.6328 0.1877
H 2.1080 -2.5510 0.5108
H 1.2643 -1.7029 1.8524
H 0.4075 -2.1272 0.3406
H 1.5939 2.4755 0.5929
H 3.2027 1.7765 0.4336
H 2.0584 1.5850 -0.8997
C -3.1540 -0.3062 0.6201
C -2.0106 0.2999 0.9254
N -1.2012 1.0309 0.0820
C -1.4008 0.9829 -1.3433
H -3.7358 -0.7862 1.3857
H -3.5580 -0.3399 -0.3759
H -1.6497 0.3006 1.9471
H -0.2403 1.0685 0.3758
H -2.4203 1.2955 -1.5686
H -0.7137 1.6778 -1.8215
H -1.2431 -0.0179 -1.7668
*
```

The lowest unoccupied orbital energy is 0.0286 hartree. For the highest occupied orbital energy, the calculation gives -7.9 eV. As for the gap between HOMO and LUMO: 8.7 eV. As for the structure (SMILES): C/N=N/C.C=CNC.


Molecular formula: C8H14OS
Method: DFT, ωB97M-V with the def2-TZVPD basis set

Structure (ORCA input):
```
! wB97M-V def2-TZVPD RIJCOSX def2/J DEFGRID3
* xyz 0 1
C 0.2474 -0.3647 1.0163
C -0.4313 0.4087 -1.0167
C -0.6626 -0.9891 -0.6186
C 0.4071 0.8755 0.2060
C -2.0770 -1.2725 -0.3230
C 0.2110 -2.0813 -1.2455
C 1.8435 1.1860 -0.0221
C -0.1902 2.0279 0.9806
O 1.5246 -0.1446 3.2287
S 0.6440 -1.0381 2.4408
H 0.2543 0.3860 -1.8914
H -1.2041 1.1054 -1.4415
H -2.2643 -2.3432 -0.0259
H -2.7662 -1.1285 -1.0658
H -2.5588 -0.5715 0.4793
H -0.2568 -2.3102 -2.2958
H 0.3695 -2.9102 -0.6504
H 1.2239 -1.6234 -1.3439
H 2.0677 2.1101 -0.4636
H 2.2677 0.3993 -0.6237
H 2.3205 1.3672 1.0219
H 0.1405 3.0376 0.5171
H 0.1757 1.8129 1.9773
H -1.2860 2.0610 1.1599
*
```

The lowest unoccupied orbital energy is 0.0173 hartree. For the highest occupied orbital energy, the calculation gives -8.9 eV. As for the gap between HOMO and LUMO: 9.3 eV.


Molecular formula: CH4ClNO2S
Method: DFT, ωB97M-V with the def2-TZVPD basis set

Structure (ORCA input):
```
! wB97M-V def2-TZVPD RIJCOSX def2/J DEFGRID3
* xyz 0 1
C -0.0669 0.8361 -0.5883
N -1.9280 -1.3934 1.7954
O 0.2381 0.4046 -1.8506
O -0.2525 -0.2245 0.2720
S -1.4616 -0.0663 1.4359
Cl -0.2353 0.7646 2.9707
H -0.8951 1.5134 -0.5847
H 0.6515 -0.5181 -1.7490
H 0.6361 1.6077 -0.0023
H -1.7676 -2.1388 2.3538
*
```

The lowest unoccupied orbital energy is 0.0058 hartree. For the highest occupied orbital energy, the calculation gives -10.1 eV. As for the gap between HOMO and LUMO: 10.2 eV.


Molecular formula: C3H15NO4
Method: DFT, ωB97M-V with the def2-TZVPD basis set

Structure (ORCA input):
```
! wB97M-V def2-TZVPD RIJCOSX def2/J DEFGRID3
* xyz 0 1
C 0.5765 -1.2815 0.7726
C 1.3625 -0.1853 0.0083
N 0.5848 0.5197 -0.9695
C -0.5111 1.2566 -0.5507
H 0.1899 -2.0316 0.0989
H 1.2762 -1.7415 1.4636
H 1.7824 0.5440 0.7127
H 2.1490 -0.6777 -0.5744
H -1.2624 0.5823 0.0228
H -0.9961 1.7171 -1.3995
H -0.1928 2.0096 0.1816
H -1.7991 1.0819 2.7863
H 0.0506 1.5314 2.0936
O -1.2220 0.9860 2.0212
H 1.0590 2.7109 2.6543
H -0.2329 -0.8161 1.3088
O 1.0123 1.9583 2.0425
H 0.3617 -0.1536 -1.7486
H -2.5078 -1.2747 -2.2296
O -1.7722 -0.9299 -1.7134
H -0.9001 -1.5016 -1.9639
H 0.5754 -2.4344 -2.8890
O 0.4162 -1.8697 -2.1287
*
```

The lowest unoccupied orbital energy is -0.1766 hartree. For the highest occupied orbital energy, the calculation gives -9.4 eV. As for the gap between HOMO and LUMO: 4.6 eV.


Molecular formula: C4H12N2S
Method: DFT, ωB97M-V with the def2-TZVPD basis set

Structure (ORCA input):
```
! wB97M-V def2-TZVPD RIJCOSX def2/J DEFGRID3
* xyz -1 2
C -1.2167 -1.8228 0.5802
N -0.4170 -1.4558 -0.6175
C 0.2026 -0.1287 -0.4652
C -0.9477 0.9358 -0.6242
S -0.8806 1.5571 -2.3572
C 1.0437 0.1157 0.7964
N 1.7176 1.4159 0.8834
H -0.7864 -2.5303 1.2986
H -1.6408 -0.9473 1.0666
H -2.0527 -2.4226 0.2018
H 0.3422 -2.1356 -0.6125
H 0.9297 -0.0911 -1.2985
H -1.8652 0.3932 -0.4614
H -0.8788 1.7983 0.0457
H 0.1477 2.4470 -2.0263
H 1.8791 -0.5989 0.6910
H 0.7108 -0.1972 1.7866
H 2.5174 1.3903 0.2704
H 1.1950 2.2770 0.8421
*
```

The lowest unoccupied orbital energy (spin up / spin down) is 0.1243 / 0.1209 hartree. For the highest occupied orbital energy (spin up / spin down), the calculation gives 1.0 / -4.8 eV. Its expectation value of S² is 0.75. As for the gap between HOMO and LUMO (spin up / spin down): 2.4 / 8.1 eV.


Molecular formula: C4H10O2
Method: DFT, ωB97M-V with the def2-TZVPD basis set

Structure (ORCA input):
```
! wB97M-V def2-TZVPD RIJCOSX def2/J DEFGRID3
* xyz -1 2
C -0.0263 1.5085 1.9560
C 0.3506 0.7682 0.8487
C 1.6559 0.7618 0.2848
C 2.0441 -0.0313 -0.7754
H 0.6851 1.9921 2.6161
H -1.0037 1.3104 2.3964
H -0.3491 0.1262 0.3248
H 2.3576 1.3123 0.9108
H 3.0525 -0.0225 -1.1765
H 1.3246 -0.6773 -1.2620
H -1.4864 -2.5919 0.4333
H -1.2989 -1.6856 -0.7832
O -1.0947 -2.5713 -0.4434
H -2.7384 0.3350 -0.9955
H -1.5708 0.9138 -1.8384
O -1.8675 0.1366 -1.3533
*
```

The lowest unoccupied orbital energy (spin up / spin down) is 0.1297 / 0.1234 hartree. For the highest occupied orbital energy (spin up / spin down), the calculation gives 0.5 / -2.6 eV. Its expectation value of S² is 0.77. As for the gap between HOMO and LUMO (spin up / spin down): 3.0 / 5.9 eV.


Molecular formula: C20H59N6O5
Method: DFT, ωB97M-V with the def2-TZVPD basis set

Structure (ORCA input):
```
! wB97M-V def2-TZVPD RIJCOSX def2/J DEFGRID3
* xyz 1 1
N 12.3200 48.0810 4.6190
H 12.0010 48.7590 5.4480
H 11.4800 47.7180 4.2500
H 12.9020 47.5390 4.9130
H 12.8980 48.4770 3.9070
C 12.8890 45.1650 1.8150
C 12.9600 46.3960 0.8070
C 11.7210 46.6920 0.0580
O 11.4870 45.5810 -0.8530
C 10.1700 45.4750 -1.1980
N 13.2430 47.6070 1.5720
H 12.3660 45.2960 2.7320
H 13.9600 44.9700 2.1310
H 12.3210 44.4350 1.4570
H 13.8330 46.2270 -0.0720
H 11.6110 47.5900 -0.6840
H 10.7960 46.9200 0.8260
H 10.0930 44.7210 -1.6240
H 9.9810 46.2540 -1.9800
H 9.4500 45.4410 -0.5330
H 13.2600 48.3020 0.8570
H 14.2130 47.3200 1.8960
C 9.5960 51.9860 7.2840
C 10.7170 51.0220 6.5840
C 12.1230 51.7330 6.3070
O 12.7760 50.9560 5.3880
C 14.1190 51.5170 5.1850
N 10.9350 49.7290 7.3000
H 9.8700 52.1550 8.3180
H 8.5740 51.4640 7.2320
H 9.3130 52.7130 6.5670
H 10.4350 50.6200 5.8010
H 12.7000 52.0090 7.2240
H 11.7530 52.6690 6.0390
H 14.3800 52.5970 5.1560
H 14.6700 51.1670 4.5250
H 14.7220 51.0580 6.0360
H 9.9510 49.1510 7.3830
H 11.5770 49.7100 8.0340
C 14.8870 48.0100 7.2970
C 15.7290 47.2430 6.4040
C 15.5770 45.7960 6.6860
O 16.0980 45.4720 7.8380
C 16.1360 44.0970 8.1500
N 15.3860 47.6280 5.0570
H 15.1730 47.8640 8.3630
H 13.8410 47.5280 7.6290
H 14.9040 48.9270 7.0810
H 16.8250 47.6650 6.6660
H 16.0380 45.2750 5.8290
H 14.5300 45.7170 6.4880
H 16.6150 43.8430 9.1660
H 16.5750 43.6470 7.2410
H 15.1590 43.7870 8.1790
H 15.6000 46.8750 4.5110
H 16.1510 48.2130 4.9160
C 8.1300 47.0740 4.3020
C 7.8490 48.6050 4.5690
C 8.0830 49.5070 3.3870
O 9.3710 49.1540 2.8530
C 9.7790 49.7880 1.6280
N 6.5600 48.8720 5.0390
H 7.8700 46.4340 5.1750
H 8.9590 46.9100 3.9830
H 7.4720 46.6800 3.5160
H 8.2950 48.9720 5.4210
H 8.3320 50.5320 3.5410
H 7.3030 49.3870 2.6630
H 9.8630 50.9060 1.7200
H 9.0460 49.6240 0.9710
H 10.9160 49.5490 1.2960
H 6.1660 49.8340 4.9380
H 6.4440 48.4960 6.0640
C 11.4310 51.1310 0.5890
C 12.8920 50.3360 0.6990
C 13.9540 51.2270 0.0480
O 13.5960 51.4540 -1.2660
C 14.4990 52.2870 -1.8710
N 13.2670 50.1290 2.0350
H 11.3210 51.8670 1.3250
H 10.6900 50.2640 1.0290
H 11.0770 51.3910 -0.2870
H 12.7960 49.4890 0.3360
H 14.7440 50.7190 0.2120
H 13.9930 52.1320 0.7640
H 15.5640 51.8890 -2.0100
H 14.7190 53.2560 -1.1470
H 14.2520 52.5560 -2.8290
H 12.9800 50.9470 2.5560
H 14.2890 50.2140 2.0490
*
```

The lowest unoccupied orbital energy is -0.0721 hartree. For the highest occupied orbital energy, the calculation gives -10.4 eV. As for the gap between HOMO and LUMO: 8.5 eV.


Relative energy (zero: lowest compared OMol25 entry of this formula, charge and spin) / eV: 0.002 2.508 3.854 1.059 8.009 1.145 1.376 21.652
Largest force on an atom / eV Å⁻¹: 0.1 1.9 4.2 4.2 4.2 1.8 1.5 14.6